# 1
{"formula": "C30H30N3O2", "method": "wB97M-V/def2-TZVPD", "orbital_gap_ha": 0.2477, "lumo_ev": -4.69, "energy_ha": -1475.74893, "total_charge": 1, "species": ["C", "C", "N", "C", "C", "C", "C", "C", "C", "C", "C", "C", "C", "C", "C", "C", "C", "C", "H", "H", "H", "H", "H", "H", "H", "H", "H", "H", "H", "H", "H", "H", "H", "H", "O", "C", "C", "C", "C", "C", "C", "C", "C", "O", "N", "C", "C", "C", "C", "C", "N", "H", "H", "H", "H", "H", "H", "H", "H", "H", "H", "H", "H", "H", "H"], "coordinates": [[-2.00435, -0.47460, 2.02377], [-0.79839, -1.27706, 2.24810], [-0.85765, -2.57417, 2.62491], [-2.08928, -3.32507, 2.77654], [0.42600, -3.09387, 2.79811], [1.35748, -2.07663, 2.49315], [2.70965, -2.41485, 2.45006], [3.09958, -3.69930, 2.86922], [2.15039, -4.67902, 3.20734], [0.78158, -4.39120, 3.12953], [0.56944, -0.88089, 2.15652], [1.05430, 0.33962, 1.69686], [2.33239, 0.87108, 2.08341], [2.89213, 0.56870, 3.35211], [4.15153, 1.03437, 3.71426], [4.86667, 1.86030, 2.83416], [4.31983, 2.20118, 1.58584], [3.06290, 1.72723, 1.21997], [-1.69772, 0.57427, 1.98944], [-2.49544, -0.72220, 1.07135], [-2.74689, -0.58974, 2.82363], [-1.83240, -4.34196, 3.08365], [-2.73212, -2.86102, 3.53799], [-2.63831, -3.35453, 1.82327], [3.44015, -1.67652, 2.12054], [4.16418, -3.93897, 2.93704], [2.48040, -5.66991, 3.53190], [0.00653, -5.12901, 3.32930], [0.40035, 0.96749, 1.08835], [2.32513, -0.03127, 4.06030], [4.57541, 0.76245, 4.68404], [5.84730, 2.24728, 3.12139], [4.87309, 2.84523, 0.89909], [2.60849, 1.97104, 0.25683], [-0.99060, 3.25138, -2.08090], [-1.99691, 2.64399, -2.44522], [-3.03317, 3.05765, -3.42068], [-3.81136, 1.95096, -3.72126], [-4.79822, 1.99413, -4.69323], [-5.06106, 3.23003, -5.30705], [-4.27841, 4.36645, -4.99282], [-3.21806, 4.26920, -4.07512], [-3.33056, 0.79026, -2.93505], [-3.63524, -0.39202, -3.00273], [-2.36037, 1.34413, -2.06988], [-1.52978, 0.49296, -1.22082], [-0.21833, 0.13144, -1.88425], [0.41262, -1.15961, -1.32759], [1.90238, -1.01192, -1.67991], [2.04472, 0.44905, -2.18836], [0.85312, 1.09905, -1.64076], [-5.33362, 1.07536, -4.92726], [-5.87470, 3.31773, -6.03480], [-4.50301, 5.32301, -5.47848], [-2.55085, 5.09692, -3.84043], [-1.33470, 1.02050, -0.27585], [-2.09957, -0.43045, -1.06513], [-0.39489, -0.02641, -2.98784], [0.28623, -1.11567, -0.23137], [-0.07883, -2.07944, -1.67501], [2.49680, -1.14335, -0.76879], [2.21772, -1.75519, -2.41510], [2.98738, 0.94038, -1.89647], [1.96978, 0.48151, -3.29688], [0.65917, 2.01949, -2.04295]]}


# 2
{"formula": "C40H80O7S", "method": "wB97M-V/def2-TZVPD", "smiles": "CCCCCCCCC[C@H](S)OC[C@H](CCC)OCCC(=O)c1ccccc1.CCOCC.CCOCC.CCOCC.CCOCC", "orbital_gap_ha": 0.3485, "lumo_ev": 0.43, "energy_ha": -2496.81509, "total_charge": 0, "species": ["C", "C", "C", "C", "C", "C", "C", "C", "C", "C", "S", "O", "C", "C", "C", "C", "C", "O", "C", "C", "C", "O", "C", "C", "C", "C", "C", "C", "H", "H", "H", "H", "H", "H", "H", "H", "H", "H", "H", "H", "H", "H", "H", "H", "H", "H", "H", "H", "H", "H", "H", "H", "H", "H", "H", "H", "H", "H", "H", "H", "H", "H", "H", "H", "H", "H", "H", "H", "C", "C", "O", "C", "C", "H", "H", "H", "H", "H", "H", "H", "H", "H", "H", "C", "C", "O", "C", "C", "H", "H", "H", "H", "H", "H", "H", "H", "H", "H", "C", "C", "O", "C", "C", "H", "H", "H", "H", "H", "H", "H", "H", "H", "H", "C", "C", "O", "C", "C", "H", "H", "H", "H", "H", "H", "H", "H", "H", "H"], "coordinates": [[-4.08305, -3.94145, -1.27080], [-3.84199, -2.91141, -0.13738], [-2.52854, -3.11440, 0.63664], [-2.45815, -2.04259, 1.77642], [-0.99999, -1.93961, 2.26458], [-0.64455, -0.59244, 2.95055], [0.88145, -0.30380, 2.72167], [1.02732, 0.95715, 1.77133], [1.50679, 2.09465, 2.69979], [1.46958, 3.47119, 1.98520], [-0.19001, 4.23819, 2.17935], [1.80451, 3.21061, 0.63720], [1.92805, 4.37716, -0.18679], [0.99370, 4.20048, -1.42636], [1.88372, 4.15845, -2.70830], [1.98800, 2.70223, -3.20387], [2.93550, 1.82150, -2.32661], [0.07388, 5.28415, -1.42885], [-1.28424, 4.87013, -1.59203], [-1.46020, 4.20532, -2.96171], [-2.87945, 4.35669, -3.52306], [-3.85554, 4.57582, -2.83042], [-2.97535, 4.16990, -5.03339], [-2.80005, 2.88299, -5.49502], [-2.83970, 2.66397, -6.85381], [-3.03283, 3.71320, -7.71519], [-3.22637, 4.98590, -7.24593], [-3.18958, 5.22074, -5.88888], [-4.27264, -3.37390, -2.18746], [-4.96857, -4.53185, -1.01989], [-3.23771, -4.61563, -1.43035], [-4.65124, -2.96785, 0.60150], [-3.83361, -1.87586, -0.49724], [-2.46497, -4.10433, 1.10767], [-1.64191, -3.00553, 0.00020], [-2.80734, -1.10783, 1.32560], [-3.13556, -2.39643, 2.56012], [-0.76745, -2.76104, 2.95068], [-0.35842, -1.99887, 1.37749], [-0.81429, -0.66341, 4.03125], [-1.23335, 0.24356, 2.56385], [1.41730, -1.17022, 2.32867], [1.28393, -0.04349, 3.70579], [0.09150, 1.19916, 1.25834], [1.76482, 0.73937, 0.99411], [2.56570, 1.88775, 2.89772], [0.88777, 2.13038, 3.59568], [2.21775, 4.15817, 2.40083], [-0.99419, 3.45817, 1.42906], [1.67988, 5.31826, 0.31462], [2.98386, 4.43851, -0.47822], [0.51558, 3.22383, -1.28441], [1.38248, 4.72052, -3.50647], [2.85590, 4.63473, -2.56208], [1.01196, 2.20855, -3.24827], [2.36992, 2.71715, -4.23161], [3.30054, 2.35260, -1.44653], [2.40044, 0.91409, -2.03005], [3.79303, 1.49358, -2.92289], [-1.86893, 5.78866, -1.49739], [-1.59638, 4.22397, -0.75929], [-1.17368, 3.14901, -2.99384], [-0.82222, 4.75258, -3.66662], [-2.62405, 2.08333, -4.78176], [-2.68058, 1.64982, -7.20898], [-3.03374, 3.53838, -8.78705], [-3.37511, 5.81164, -7.93408], [-3.31404, 6.20667, -5.44864], [5.82768, 5.88131, 1.30977], [6.23230, 5.57182, -0.12232], [5.87245, 6.58373, -1.04468], [6.43022, 7.86644, -0.81877], [7.94902, 7.88957, -0.84490], [4.75022, 6.04788, 1.37106], [6.09356, 5.05220, 1.96720], [6.31987, 6.77731, 1.68982], [5.71730, 4.66586, -0.44640], [7.30483, 5.35888, -0.18933], [6.05045, 8.28516, 0.11980], [6.04912, 8.50346, -1.61749], [8.38237, 7.27102, -0.05780], [8.31271, 8.90860, -0.70730], [8.31904, 7.51294, -1.79994], [-9.26697, -7.42799, -1.23950], [-8.36211, -6.45081, -0.50786], [-7.64392, -5.58273, -1.36582], [-8.41865, -4.74094, -2.20091], [-9.33962, -3.80116, -1.44154], [-8.68771, -8.03155, -1.94026], [-9.75932, -8.09196, -0.52776], [-10.04380, -6.91715, -1.81000], [-7.61068, -7.01116, 0.04947], [-8.92974, -5.87308, 0.23004], [-8.98334, -5.33980, -2.92418], [-7.70448, -4.15190, -2.77767], [-10.08080, -4.34148, -0.85109], [-9.87438, -3.15355, -2.13747], [-8.76458, -3.17681, -0.75553], [5.98926, -4.50300, 1.79213], [4.65487, -3.94242, 2.25424], [4.62564, -2.53048, 2.34302], [4.86771, -1.81690, 1.14479], [3.86602, -2.12631, 0.04752], [6.78932, -4.17968, 2.46015], [5.95813, -5.59330, 1.78265], [6.24667, -4.16854, 0.78618], [4.44605, -4.31305, 3.25855], [3.83730, -4.29790, 1.61643], [5.89371, -1.98449, 0.79836], [4.79712, -0.75829, 1.39927], [3.89636, -3.17381, -0.25507], [4.07053, -1.51886, -0.83553], [2.85414, -1.90743, 0.39524], [2.28674, -4.62920, 5.36614], [1.56576, -5.47332, 4.32804], [1.01285, -6.66693, 4.85238], [0.04645, -6.50992, 5.87555], [-1.17322, -5.70895, 5.45069], [3.08332, -5.20629, 5.83973], [2.72376, -3.74476, 4.89922], [1.61416, -4.29019, 6.15522], [2.27982, -5.77971, 3.56235], [0.79340, -4.88904, 3.81481], [0.50682, -6.07334, 6.76892], [-0.26574, -7.51808, 6.15030], [-0.91532, -4.68613, 5.17126], [-1.89541, -5.66026, 6.26674], [-1.65258, -6.17443, 4.58768]]}


# 3
{"formula": "C31H28N5Tc", "method": "wB97M-V/def2-TZVPD", "orbital_gap_ha": [0.2486, 0.2115], "lumo_ev": [-3.51, -5.10], "spin_multiplicity": 4, "s_squared": 3.79, "energy_ha": -1552.22401, "total_charge": 1, "species": ["Tc", "C", "C", "C", "C", "C", "C", "N", "C", "C", "C", "C", "C", "C", "N", "N", "C", "C", "C", "C", "C", "N", "H", "H", "H", "H", "H", "H", "H", "H", "H", "H", "H", "H", "H", "C", "C", "C", "C", "C", "C", "H", "H", "H", "H", "H", "H", "C", "C", "C", "C", "C", "C", "C", "C", "N", "H", "H", "H", "H", "H", "H", "H", "H", "H"], "coordinates": [[-0.17555, 0.12247, 0.26212], [3.40550, -3.97610, 2.78030], [3.71352, -2.54470, 2.93468], [2.91867, -1.51017, 2.66559], [1.51347, -1.60120, 2.12559], [1.09249, -3.69861, 1.82632], [2.27895, -4.49264, 2.29080], [0.92747, -0.30539, 1.85391], [0.88927, 0.64108, 2.85781], [1.29186, 0.45792, 4.18987], [1.19157, 1.50947, 5.07182], [0.68406, 2.76768, 4.67789], [0.24162, 2.96491, 3.40045], [0.32454, 1.89146, 2.49360], [-0.15787, 1.87164, 1.22815], [-0.75438, 2.98435, 0.72579], [-1.35532, 2.76529, -0.38206], [-2.05864, 3.84375, -1.05693], [-2.50748, 3.70974, -2.30108], [-2.31941, 2.43318, -3.03941], [-2.24455, 1.17945, -2.16385], [-1.38169, 1.42184, -0.95821], [4.18798, -4.66134, 3.08209], [4.71275, -2.31544, 3.28552], [3.31559, -0.50932, 2.78896], [0.30805, -4.34795, 1.44492], [2.19507, -5.57116, 2.22325], [1.68648, -0.49203, 4.52215], [1.50873, 1.36448, 6.09639], [0.62864, 3.57291, 5.39814], [-0.18070, 3.90502, 3.07729], [-2.14979, 4.76543, -0.49834], [-2.98236, 4.54654, -2.79877], [-3.08642, 2.29034, -3.79982], [-3.14084, 0.59905, -1.96508], [-1.54442, -2.08187, 1.67298], [-0.86067, -2.35578, 2.79230], [0.59887, -2.65532, 2.88342], [1.45599, -2.50329, 0.88832], [0.33614, -2.13087, -0.04594], [-0.99584, -2.02821, 0.30576], [-2.60907, -1.89783, 1.75412], [-1.41591, -2.36381, 3.72340], [0.90368, -2.86592, 3.90545], [2.39576, -2.58830, 0.34687], [0.56288, -2.30206, -1.08724], [-1.73237, -2.09668, -0.48244], [0.26029, 3.00402, -3.24651], [-0.89704, 2.09671, -3.65262], [-0.88782, 2.01960, -5.14871], [-0.83110, 0.86651, -5.79685], [-0.89646, -0.40968, -5.07511], [-0.95700, -0.53220, -3.74738], [-1.26228, -1.86686, -3.13770], [-0.96972, 0.70088, -2.90152], [-0.18613, 0.85922, -1.60445], [0.17998, 3.95493, -3.77672], [1.20237, 2.53437, -3.53316], [0.30829, 3.21872, -2.18219], [-0.86005, 2.96563, -5.68041], [-0.77684, 0.84332, -6.87748], [-0.97655, -1.31146, -5.67223], [-1.45311, -2.60070, -3.91860], [-2.16122, -1.80841, -2.51893], [-0.45188, -2.24661, -2.52632]]}


# 4
{"formula": "C5H8N2O", "method": "wB97M-V/def2-TZVPD", "orbital_gap_ha": [0.2671, 0.2672], "lumo_ev": [0.77, 0.77], "energy_ha": -379.80920, "total_charge": 0, "species": ["C", "N", "C", "C", "N", "C", "C", "O", "H", "H", "H", "H", "H", "H", "H", "H"], "coordinates": [[-1.06343, -1.19186, 0.97046], [-0.67369, -0.79200, -0.41349], [0.86292, -0.34880, -0.48769], [0.26135, 0.53961, 0.44416], [0.17414, 1.92255, 0.33832], [-0.07567, -0.24857, 1.57887], [1.70122, -0.39785, -1.51021], [-1.65837, -0.43629, -1.34218], [-1.68780, 0.54032, -1.27022], [0.66011, 2.34124, -0.44465], [-0.04005, 2.38338, 1.21426], [-2.10835, -0.91205, 1.13725], [-0.90522, -2.25381, 1.17267], [0.47143, -0.31919, 2.50358], [2.36853, 0.43092, -1.72053], [1.71286, -1.25760, -2.17062]]}